(1)
{"formula": "C5H13NO", "method": "ωB97M-V/def2-TZVPD", "species": ["H", "H", "H", "H", "H", "C", "H", "C", "H", "H", "O", "H", "C", "C", "H", "H", "H", "N", "H", "C"], "xyz": [[-5.15, -0.71, 1.77], [0.13, 2.32, -0.61], [2.20, 0.59, -2.31], [1.86, -1.40, 0.95], [2.09, 2.13, -1.25], [1.67, 0.19, -0.37], [3.24, -0.46, 0.67], [2.38, 1.09, -1.34], [0.03, -1.99, -0.49], [-4.34, -1.78, 2.41], [-4.93, -1.64, 1.65], [-0.80, -1.26, 0.80], [-0.41, 1.55, -0.08], [-0.55, -1.05, -0.31], [3.47, 1.02, -1.07], [-0.72, 1.81, 0.99], [-1.50, -1.16, -0.85], [2.40, -0.88, 0.27], [-1.38, 1.45, -0.60], [0.32, 0.19, -0.24]], "de_lowest_ev": 2.741, "orbital_gap_ha": 0.2836, "energy_ha": -328.21811, "smiles": "CC(C)=C(C)N.O", "total_charge": 0}

=====

(2)
{"formula": "C5H13NO", "method": "ωB97M-V/def2-TZVPD", "species": ["N", "H", "C", "C", "O", "H", "H", "H", "C", "C", "H", "H", "H", "C", "H", "H", "H", "H", "H", "H"], "xyz": [[1.46, 1.46, 0.85], [-1.51, -1.56, 2.05], [-0.50, -1.47, 0.17], [0.17, -2.46, -2.05], [1.24, 3.75, 0.32], [-0.22, 2.30, 0.00], [0.07, 2.74, 1.70], [0.54, -1.43, 0.48], [0.55, 2.56, 0.73], [-0.80, -1.94, -1.03], [0.63, 4.49, 0.36], [-1.16, 0.06, 1.47], [-2.48, -0.86, 0.74], [-1.48, -0.93, 1.16], [1.84, 1.25, -0.07], [1.20, -2.29, -1.74], [0.01, -1.93, -3.00], [2.24, 1.72, 1.44], [-1.84, -1.93, -1.34], [0.03, -3.52, -2.24]], "de_lowest_ev": 1.361, "orbital_gap_ha": 0.3640, "energy_ha": -328.26882, "smiles": "C/C=C/C.NCO", "total_charge": 0}

=====

(3)
{"formula": "C5H13NO", "method": "ωB97M-V/def2-TZVPD", "species": ["C", "H", "H", "H", "C", "H", "C", "H", "O", "H", "C", "H", "H", "C", "N", "H", "H", "H", "H", "H"], "xyz": [[2.34, 0.25, -1.78], [2.41, 1.06, 0.33], [0.97, -0.49, 3.36], [-6.26, 0.43, -0.27], [-0.48, -0.31, -0.92], [1.74, -0.35, -2.46], [0.64, 0.07, 0.01], [2.10, 1.21, -2.28], [-5.81, -0.22, 0.27], [1.79, 0.69, 2.43], [1.88, 0.39, -0.34], [-0.54, 0.58, 1.67], [3.42, 0.17, -1.79], [1.25, -0.27, 2.32], [0.12, -0.11, 1.37], [-1.03, 0.52, -1.35], [-1.27, -0.94, -0.47], [-5.21, -0.68, -0.32], [-0.01, -1.01, -1.63], [1.95, -0.97, 1.84]], "de_lowest_ev": 2.324, "orbital_gap_ha": 0.3255, "energy_ha": -328.23344, "smiles": "C/C=C(\\C)NC.O", "total_charge": 0}

=====

(4)
{"formula": "C5H13NO", "method": "ωB97M-V/def2-TZVPD", "species": ["H", "C", "N", "C", "O", "H", "H", "H", "H", "H", "H", "H", "C", "H", "H", "C", "H", "H", "C", "H"], "xyz": [[2.98, -2.13, 1.00], [2.81, -1.32, 0.29], [-3.22, -0.48, 0.12], [-1.87, 1.54, -0.31], [-1.50, 0.08, 1.49], [-3.11, -1.44, 0.34], [-3.56, -0.30, -0.82], [2.28, 1.17, 0.06], [-1.37, 1.11, -1.17], [0.49, 1.23, 0.06], [0.84, -1.20, 1.10], [0.73, -1.37, -0.50], [1.36, 0.68, -0.26], [-2.73, 2.07, -0.74], [3.40, -0.42, 0.42], [1.33, -0.78, 0.22], [1.48, 0.69, -1.34], [3.13, -1.82, -0.63], [-2.21, 0.36, 0.55], [-1.26, 2.33, 0.13]], "de_lowest_ev": 0.902, "orbital_gap_ha": 0.3922, "energy_ha": -328.28569, "smiles": "CC(N)=O.CCC", "total_charge": 0}

=====

(5)
{"formula": "C5H13NO", "method": "ωB97M-V/def2-TZVPD", "species": ["H", "H", "C", "H", "C", "C", "H", "H", "N", "O", "H", "H", "H", "C", "C", "H", "H", "H", "H", "H"], "xyz": [[2.56, 2.23, 1.43], [0.54, 1.09, -0.77], [1.58, 1.90, 1.20], [-0.46, -0.38, -2.38], [-0.59, -0.40, -0.26], [1.51, 0.44, 0.81], [1.19, -0.17, 1.66], [0.06, -1.62, 1.45], [0.77, 0.16, -0.44], [-2.38, 0.17, -1.78], [-2.73, -0.09, -2.64], [-0.51, -2.56, 0.03], [-1.64, -1.80, 1.02], [-0.64, -1.66, 0.63], [-1.22, -0.65, -1.63], [0.92, 2.14, 2.05], [1.27, 2.55, 0.38], [2.52, 0.05, 0.70], [-1.49, -1.70, -1.70], [-1.26, 0.30, 0.25]], "de_lowest_ev": 1.605, "orbital_gap_ha": 0.3662, "energy_ha": -328.25986, "smiles": "CCN[C@H](C)CO", "total_charge": 0}

=====

(6)
{"formula": "C5H13NO", "method": "ωB97M-V/def2-TZVPD", "species": ["H", "H", "H", "H", "C", "C", "H", "H", "O", "C", "H", "N", "H", "C", "C", "H", "H", "H", "H", "H"], "xyz": [[0.90, 1.46, 0.78], [-0.46, -1.17, -2.27], [-1.04, -2.35, -1.19], [-0.95, 0.36, 1.76], [0.94, -1.67, -0.88], [-0.40, 1.76, -0.89], [-2.09, 1.60, 1.30], [0.65, -3.49, 0.22], [1.80, -0.89, -1.26], [1.14, -2.53, 0.35], [0.16, 3.01, 0.80], [-0.27, -1.75, -1.47], [-0.66, 0.72, -1.05], [-0.04, 1.97, 0.58], [-1.06, 1.44, 1.59], [2.21, -2.64, 0.51], [0.51, 1.89, -1.48], [-1.20, 2.42, -1.20], [-0.89, 1.90, 2.57], [0.73, -2.03, 1.23]], "de_lowest_ev": 0.081, "orbital_gap_ha": 0.3936, "energy_ha": -328.31585, "smiles": "CC(N)=O.CCC", "total_charge": 0}